The following is a quantum chemistry calculation of a molecular structure, C3H6InO3, from the Open Molecules 2025 dataset.

Each line ends with the Mulliken charge.
Positions of all 13 atoms, in Å:
O (2.220, -0.071, -0.433)  -0.365
C (2.948, -0.076, 0.546)  0.095
H (4.016, 0.180, 0.448)  0.295
H (2.601, -0.470, 1.518)  0.264
O (-0.979, -1.054, -1.327)  -0.494
C (-1.925, -1.026, -0.294)  -0.322
C (-1.990, 0.359, 0.383)  -0.287
O (-0.710, 0.861, 0.664)  -0.506
In (0.314, 0.124, -0.704)  1.117
H (-1.672, -1.776, 0.489)  0.258
H (-2.940, -1.284, -0.663)  0.337
H (-2.605, 0.273, 1.304)  0.325
H (-2.535, 1.049, -0.299)  0.283

Output
M (g/mol): 204.896
HOMO (eV): -13.89
Frontier orbital gap (eV): 7.558
Net charge: +1
Electronic energy (hartree): -533.3719
Relative energy (zero: lowest compared OMol25 entry of this formula, charge and spin) (eV): 0.583